DFT (wB97M-V/def2-TZVPD) results for C31H42BrIrN5O4PS2 as an isolated structure.

Geometry (Å):
Ir (-0.93, 0.15, 0.24)
O (3.61, 0.71, 0.80)
C (3.53, 2.03, 1.06)
C (4.62, 2.76, 1.51)
C (4.51, 4.13, 1.68)
C (3.32, 4.81, 1.38)
C (2.25, 4.10, 0.92)
C (2.32, 2.69, 0.78)
C (1.16, 1.98, 0.32)
O (0.92, 0.78, 0.60)
N (0.32, 2.65, -0.54)
N (-0.50, 1.84, -1.22)
C (-0.99, 2.54, -2.26)
S (-0.56, 4.18, -2.48)
C (-1.74, 4.48, -3.83)
C (-1.86, 3.20, -4.63)
S (-2.01, 1.83, -3.45)
H (4.49, 0.38, 1.00)
H (5.56, 2.26, 1.72)
H (5.37, 4.69, 2.03)
H (3.26, 5.88, 1.51)
H (1.32, 4.60, 0.68)
H (-1.35, 5.30, -4.43)
H (-2.69, 4.78, -3.39)
H (-0.97, 3.01, -5.24)
H (-2.74, 3.20, -5.27)
C (-1.85, -1.57, 4.54)
O (-2.81, -1.44, 3.44)
C (-2.41, -0.98, 2.31)
O (-1.23, -0.60, 2.08)
N (-3.35, -0.90, 1.35)
N (-2.92, -0.55, 0.05)
H (-2.44, -1.89, 5.38)
H (-1.38, -0.60, 4.73)
H (-1.11, -2.32, 4.26)
H (-4.29, -1.25, 1.50)
H (-3.53, 0.18, -0.30)
H (-3.01, -1.37, -0.56)
Br (-4.33, 5.24, 3.22)
C (-3.35, 3.90, 2.39)
C (-3.56, 3.59, 1.05)
C (-2.81, 2.60, 0.47)
N (-1.89, 1.89, 1.14)
C (-1.68, 2.20, 2.43)
C (-2.38, 3.19, 3.08)
H (-4.30, 4.13, 0.46)
H (-2.95, 2.36, -0.58)
H (-0.91, 1.64, 2.94)
H (-2.16, 3.41, 4.12)
C (-1.78, -3.66, -1.57)
C (-0.73, -3.46, -0.47)
C (-1.39, -3.59, 0.90)
C (0.28, -4.62, -0.57)
P (0.22, -1.83, -0.60)
C (1.69, -2.10, 0.42)
C (2.85, -2.70, -0.07)
C (3.91, -3.01, 0.78)
C (3.81, -2.75, 2.14)
C (2.67, -2.15, 2.64)
C (1.62, -1.82, 1.79)
C (0.69, -1.56, -2.40)
C (1.74, -0.43, -2.44)
C (1.30, -2.76, -3.15)
C (-0.56, -1.14, -3.15)
H (-2.39, -4.53, -1.31)
H (-1.33, -3.86, -2.54)
H (-2.47, -2.82, -1.72)
H (-1.74, -4.62, 1.02)
H (-2.26, -2.96, 1.01)
H (-0.69, -3.39, 1.71)
H (-0.28, -5.55, -0.66)
H (0.89, -4.69, 0.33)
H (0.94, -4.55, -1.42)
H (2.95, -2.95, -1.11)
H (4.79, -3.48, 0.38)
H (4.62, -3.01, 2.80)
H (2.59, -1.93, 3.70)
H (0.75, -1.33, 2.20)
H (2.61, -0.65, -1.83)
H (1.33, 0.52, -2.12)
H (2.07, -0.31, -3.47)
H (2.27, -3.06, -2.77)
H (1.45, -2.44, -4.18)
H (0.64, -3.62, -3.18)
H (-1.13, -0.37, -2.63)
H (-1.23, -1.97, -3.38)
H (-0.26, -0.70, -4.10)

Results
2S+1: 2
Net charge: +3
LUMO energy (alpha / beta) in eV: -8.125 / -10.547
Energy relative to the best compared isomer or geometry (same formula, charge and spin) in kcal/mol: 29.6
Kohn-Sham gap (alpha / beta) in Ha: 0.2901 / 0.1989